1.
Formula: C18H36Cl28O
Source: the Open Molecules 2025 dataset
Level of theory: ωB97M-V/def2-TZVPD

Cartesian coordinates (Å):
C: 0.337 1.758 5.855
C: 0.066 0.271 6.102
C: -1.390 0.174 6.509
O: -1.529 1.387 7.310
C: -0.691 2.423 6.751
H: 0.358 2.066 4.810
H: 1.306 2.080 6.235
H: 0.632 -0.039 6.980
H: 0.303 -0.437 5.308
H: -1.487 -0.704 7.147
H: -2.095 0.147 5.678
H: -0.173 2.923 7.569
H: -1.188 3.099 6.055
C: 4.038 4.228 2.224
Cl: 4.576 5.600 1.200
Cl: 2.679 4.726 3.301
H: 3.685 3.444 1.553
H: 4.804 3.832 2.891
C: 2.343 -1.056 3.085
Cl: 2.316 0.496 2.274
Cl: 3.609 -2.219 2.440
H: 2.539 -0.944 4.151
H: 1.355 -1.505 2.979
C: -1.401 0.967 -5.578
Cl: -2.143 2.614 -5.711
Cl: -2.183 -0.033 -6.794
H: -0.349 1.033 -5.854
H: -1.411 0.526 -4.581
C: -3.399 3.655 -1.876
Cl: -2.857 2.128 -1.146
Cl: -2.118 4.516 -2.906
H: -4.224 3.384 -2.535
H: -3.726 4.324 -1.080
C: 1.472 -5.283 1.175
Cl: 0.506 -4.468 2.424
Cl: 0.363 -5.920 -0.086
H: 2.076 -4.517 0.689
H: 2.157 -6.060 1.516
C: 4.429 -0.554 -2.050
Cl: 4.550 -1.394 -3.586
Cl: 5.576 -1.195 -0.861
H: 4.688 0.492 -2.207
H: 3.414 -0.662 -1.668
C: 2.858 -0.845 -6.707
Cl: 2.244 0.278 -5.559
Cl: 3.941 -0.033 -7.863
H: 3.429 -1.650 -6.246
H: 2.009 -1.301 -7.218
C: -3.045 -2.497 1.852
Cl: -1.949 -1.787 3.086
Cl: -3.607 -1.238 0.741
H: -2.496 -3.302 1.362
H: -3.906 -2.936 2.355
C: -2.670 -3.834 -2.973
Cl: -2.441 -4.056 -1.226
Cl: -1.591 -2.556 -3.641
H: -2.462 -4.775 -3.484
H: -3.705 -3.584 -3.206
C: -1.660 3.000 2.402
Cl: -2.902 3.343 3.623
Cl: -1.145 1.343 2.322
H: -2.114 3.246 1.443
H: -0.735 3.542 2.598
C: -5.308 -0.506 -2.269
Cl: -6.563 0.749 -2.296
Cl: -4.152 -0.198 -3.555
H: -4.758 -0.461 -1.330
H: -5.707 -1.513 -2.397
C: 1.403 4.012 -2.078
Cl: 2.341 2.813 -2.933
Cl: 1.031 3.336 -0.408
H: 1.946 4.956 -2.026
H: 0.471 4.092 -2.637
C: 1.709 -3.983 -2.945
Cl: 1.630 -5.663 -3.686
Cl: 3.073 -3.868 -1.825
H: 1.756 -3.175 -3.676
H: 0.821 -3.873 -2.323
C: 0.026 -0.401 -0.525
Cl: 0.664 -1.977 0.077
Cl: 0.471 0.093 -2.176
H: -1.059 -0.492 -0.494
H: 0.339 0.398 0.148

Summary:
- Highest occupied orbital energy: -9.671 eV
- Charge: 0
- Frontier orbital gap: 9.9 eV

***

2.
Formula: C30H50BrN3P2PbS
Source: the Open Molecules 2025 dataset
Level of theory: ωB97M-V/def2-TZVPD

Cartesian coordinates (Å):
C: 7.399 -2.539 -1.888
C: 6.764 -1.294 -1.718
C: 7.543 -0.172 -2.062
C: 8.813 -0.362 -2.659
N: 9.392 -1.555 -2.883
C: 8.668 -2.617 -2.496
C: 5.400 -1.325 -1.233
C: 4.265 -1.755 -1.017
C: 2.854 -1.519 -0.758
C: 1.691 -2.218 -1.130
C: 0.445 -1.611 -0.890
C: 0.290 -0.262 -0.662
C: 1.389 0.412 -0.202
C: 2.657 -0.258 -0.132
Pb: 2.363 -1.027 2.433
P: -1.977 0.446 -1.598
H: 7.211 0.856 -1.892
H: 6.902 -3.466 -1.575
H: 9.405 0.503 -2.981
H: 9.111 -3.604 -2.678
H: 3.610 0.272 0.018
H: 1.825 -3.179 -1.630
H: 1.428 1.459 0.056
H: -0.419 -2.254 -0.876
C: -3.671 1.156 -1.847
C: -3.905 1.988 -3.132
H: -3.897 1.754 -0.934
H: -4.377 0.289 -1.814
H: -4.980 2.078 -3.313
H: -3.500 2.996 -3.035
H: -3.441 1.519 -4.000
C: -0.828 1.573 -2.524
C: -0.123 0.910 -3.709
H: -0.057 1.891 -1.823
H: -1.345 2.490 -2.857
H: 0.505 1.632 -4.254
H: 0.539 0.101 -3.371
H: -0.844 0.492 -4.420
C: -2.006 -1.200 -2.365
C: -2.998 -1.362 -3.497
H: -2.255 -1.905 -1.567
H: -1.001 -1.451 -2.729
H: -2.882 -2.352 -3.961
H: -4.041 -1.253 -3.168
H: -2.789 -0.603 -4.260
Br: -2.177 -0.168 0.509
P: 0.150 3.534 1.783
C: -0.914 3.471 0.271
C: -1.334 4.869 -0.230
H: -1.762 2.796 0.445
H: -0.299 3.014 -0.505
H: -1.595 4.858 -1.304
H: -2.193 5.251 0.349
H: -0.497 5.572 -0.104
C: -0.189 2.614 3.293
C: -0.717 3.566 4.396
H: 0.779 2.104 3.559
H: -0.914 1.846 3.013
H: -1.437 3.055 5.031
H: 0.063 3.960 5.034
H: -1.202 4.429 3.964
C: 1.825 3.353 1.095
C: 2.609 4.657 0.846
H: 1.786 2.925 0.092
H: 2.352 2.672 1.773
H: 3.683 4.393 0.755
H: 2.271 5.080 -0.119
H: 2.443 5.413 1.631
C: -1.917 -2.275 4.901
N: -2.705 -2.985 3.890
C: -3.462 -4.104 4.452
C: -2.233 -3.147 2.586
S: -0.624 -3.132 2.173
N: -3.224 -3.511 1.721
C: -4.636 -3.266 2.023
C: -2.986 -3.827 0.343
H: -2.354 -2.459 5.883
H: -1.926 -1.208 4.680
H: -0.889 -2.619 4.898
H: -4.343 -3.781 5.014
H: -3.826 -4.754 3.664
H: -2.871 -4.736 5.131
H: -5.162 -3.141 1.087
H: -5.155 -4.045 2.610
H: -4.777 -2.287 2.473
H: -3.309 -3.003 -0.276
H: -1.926 -3.951 0.196
H: -3.540 -4.708 0.006

Summary:
- Highest occupied orbital energy (alpha / beta): -11.733 / -11.732 eV
- Charge: +2
- Frontier orbital gap (alpha / beta): 3.5 / 3.5 eV